Entry 1:
Formula: C2H4N2OS
Source: the Open Molecules 2025 dataset
Level of theory: ωB97M-V/def2-TZVPD

Geometry as XYZ:
```
10
Properties=species:S:1:pos:R:3:mulliken_charge:R:1
N -0.914 0.515 -1.831 -0.5605
N -0.124 0.246 -0.720 -0.1511
C -0.660 -0.263 0.331 0.1126
O 0.125 -0.686 1.380 -0.2649
C 1.444 -0.504 1.355 -0.0040
S 2.311 -0.692 2.671 -0.2849
H -0.357 1.193 -2.356 0.2529
H -1.917 0.770 -1.701 0.2518
H -1.734 -0.466 0.470 0.3414
H 1.828 -0.113 0.402 0.3066
```

## Properties
net charge	0
structure (SMILES)	N/N=C/OC=S
energy relative to the best compared isomer or geometry (same formula, charge and spin)	298.6	kJ/mol
highest occupied orbital energy	-8.888	eV
energy	-661.4718	Eh

Entry 2:
Formula: C2H4N2OS
Source: the Open Molecules 2025 dataset
Level of theory: ωB97M-V/def2-TZVPD

Geometry as XYZ:
```
10
Properties=species:S:1:pos:R:3:mulliken_charge:R:1
C -0.443 -0.271 0.534 -0.3376
C 0.894 0.387 0.204 -0.4878
N -0.506 -0.575 1.939 -0.1519
N 0.428 -0.320 2.642 -0.1117
O 1.889 1.836 2.245 -0.5424
S 1.851 0.446 1.819 0.4610
H -1.307 0.364 0.325 0.2374
H -0.595 -1.215 0.005 0.2561
H 1.489 -0.203 -0.484 0.3467
H 0.799 1.410 -0.150 0.3303
```

## Properties
net charge	0
energy relative to the best compared isomer or geometry (same formula, charge and spin)	310.7	kJ/mol
highest occupied orbital energy	-9.047	eV
energy	-661.4672	Eh

Entry 3:
Formula: C2H4N2OS
Source: the Open Molecules 2025 dataset
Level of theory: ωB97M-V/def2-TZVPD

Geometry as XYZ:
```
10
Properties=species:S:1:pos:R:3:mulliken_charge:R:1
H 1.976 1.087 -1.368 0.2159
N 1.503 0.204 -1.488 -0.6354
C 0.611 0.121 -0.603 0.5489
N 0.310 0.941 0.517 -0.3015
S -1.306 0.710 1.066 -0.0524
C -1.041 -1.015 0.504 -0.2735
O -0.216 -0.931 -0.588 -0.3478
H 0.713 1.891 0.452 0.2880
H -0.549 -1.561 1.323 0.2687
H -1.999 -1.446 0.185 0.2889
```

## Properties
net charge	0
structure (SMILES)	[H]/N=C1\NSCO1
energy relative to the best compared isomer or geometry (same formula, charge and spin)	188.7	kJ/mol
highest occupied orbital energy	-8.636	eV
energy	-661.5137	Eh

Entry 4:
Formula: C2H4N2S
Source: the Open Molecules 2025 dataset
Level of theory: ωB97M-V/def2-TZVPD

Geometry as XYZ:
```
9
Properties=species:S:1:pos:R:3:mulliken_charge:R:1
C 1.171 -1.193 -0.077 -0.0306
C -1.249 0.594 -0.093 0.1253
N 1.756 -0.142 0.148 -0.4854
N -2.390 1.077 0.131 -0.5567
S -1.098 -1.170 0.135 -0.1887
H 1.604 -2.167 -0.270 0.3746
H -0.211 0.975 -0.408 0.2479
H 2.735 -0.107 0.424 0.2612
H -2.318 2.133 0.011 0.2525
```

## Properties
net charge	0
energy relative to the best compared isomer or geometry (same formula, charge and spin)	226.2	kJ/mol
highest occupied orbital energy	-8.975	eV
energy	-586.2083	Eh

Entry 5:
Formula: C2H4N2S
Source: the Open Molecules 2025 dataset
Level of theory: ωB97M-V/def2-TZVPD

Geometry as XYZ:
```
9
Properties=species:S:1:pos:R:3:mulliken_charge:R:1
C 2.429 0.408 0.551 -0.0089
C -1.852 -0.095 0.152 -0.5167
N 3.060 0.665 -0.396 -0.2531
N -0.693 -0.755 -0.313 -0.2187
S 0.448 -1.051 0.638 -0.0127
H -2.020 0.802 -0.505 0.2177
H -2.804 -0.765 -0.008 0.2162
H -1.796 0.258 1.264 0.2847
H 3.229 0.533 -1.383 0.2915
```

## Properties
net charge	0
energy relative to the best compared isomer or geometry (same formula, charge and spin)	325.2	kJ/mol
highest occupied orbital energy	-8.029	eV
energy	-586.1705	Eh

Entry 6:
Formula: C2H4N2S2
Source: the Open Molecules 2025 dataset
Level of theory: ωB97M-V/def2-TZVPD

Geometry as XYZ:
```
10
Properties=species:S:1:pos:R:3:mulliken_charge:R:1
S -1.335 1.744 2.038 -0.3057
C -1.327 0.684 0.818 -0.0163
N -0.346 -0.034 0.308 -0.1665
C -0.476 -0.755 -0.870 0.2191
N 0.350 -1.262 -1.693 -0.3760
S 2.051 -1.016 -1.252 -0.2140
H -2.223 0.482 0.195 0.1819
H 0.591 0.044 0.745 0.2460
H -1.499 -1.045 -1.102 0.2441
H 2.478 -1.636 -2.419 0.1874
```

## Properties
net charge	0
structure (SMILES)	S=CN/C=N\S
energy relative to the best compared isomer or geometry (same formula, charge and spin)	161.4	kJ/mol
highest occupied orbital energy	-9.019	eV
energy	-984.4534	Eh

Entry 7:
Formula: C2H4N2S2
Source: the Open Molecules 2025 dataset
Level of theory: ωB97M-V/def2-TZVPD

Geometry as XYZ:
```
10
Properties=species:S:1:pos:R:3:mulliken_charge:R:1
C -0.133 -0.145 -1.479 -0.6780
C 1.029 1.457 0.497 -0.6677
N -0.671 -2.101 0.226 -0.1603
N -1.095 -1.603 1.149 0.2572
S -1.516 -0.703 2.275 -0.0854
S -0.314 1.044 -0.458 0.1226
H 0.781 -0.750 -1.690 0.3065
H -0.923 -0.471 -2.047 0.3661
H 0.933 2.305 1.184 0.2389
H 1.910 0.968 0.343 0.3000
```

## Properties
net charge	0
energy relative to the best compared isomer or geometry (same formula, charge and spin)	440.0	kJ/mol
highest occupied orbital energy (spin up / spin down)	-7.594 / -7.590	eV
energy	-984.3473	Eh

Entry 8:
Formula: C2H4N2S3
Source: the Open Molecules 2025 dataset
Level of theory: ωB97M-V/def2-TZVPD

Geometry as XYZ:
```
11
Properties=species:S:1:pos:R:3:mulliken_charge:R:1
C -0.644 -0.363 -1.501 -0.4657
C -1.052 -0.424 -0.208 0.4412
N 0.297 -1.171 -2.002 -0.1811
N -1.275 -0.687 0.926 -0.0384
S 1.088 -2.382 -1.248 -0.2055
S 1.697 2.030 1.843 -0.2734
S -1.633 -0.785 2.417 -0.1604
H -1.073 0.381 -2.156 0.3500
H 0.544 -0.993 -2.975 0.2685
H 1.671 2.193 3.158 0.1430
H 0.382 2.201 1.745 0.1218
```

## Properties
net charge	0
energy relative to the best compared isomer or geometry (same formula, charge and spin)	279.1	kJ/mol
highest occupied orbital energy (spin up / spin down)	-8.132 / -7.939	eV
energy	-1382.5658	Eh

Entry 9:
Formula: C2H4N2S3
Source: the Open Molecules 2025 dataset
Level of theory: ωB97M-V/def2-TZVPD

Geometry as XYZ:
```
11
Properties=species:S:1:pos:R:3:mulliken_charge:R:1
S 3.467 -1.123 -0.302 -0.2363
C 2.248 -0.256 0.226 -0.1686
S 1.125 0.535 -0.889 0.0527
N 0.083 1.013 0.260 -0.3869
C -1.382 0.779 -0.133 0.1010
N -1.998 -0.287 -0.380 -0.2771
S -1.377 -1.812 -0.378 -0.1491
H 2.062 -0.197 1.272 0.3435
H 0.167 2.112 0.254 0.3283
H -1.932 1.804 -0.386 0.2290
H -2.465 -2.568 0.456 0.1636
```

## Properties
net charge	0
structure (SMILES)	S=CSN/C=N\S
energy relative to the best compared isomer or geometry (same formula, charge and spin)	292.1	kJ/mol
highest occupied orbital energy	-8.665	eV
energy	-1382.5608	Eh

Entry 10:
Formula: C2H4N2S3
Source: the Open Molecules 2025 dataset
Level of theory: ωB97M-V/def2-TZVPD

Geometry as XYZ:
```
11
Properties=species:S:1:pos:R:3:mulliken_charge:R:1
S -1.195 -0.348 -1.640 -0.1407
C -0.666 0.616 -0.229 -0.1742
S -1.368 -0.108 1.384 -0.0978
C 0.102 -0.978 1.605 -0.0210
N 1.060 -0.740 0.843 -0.3464
N 0.689 0.678 0.034 -0.0548
S 1.799 0.673 -1.226 -0.0881
H -1.251 -1.572 -1.050 0.1322
H -1.113 1.685 -0.484 0.3156
H 0.097 -1.834 2.323 0.3453
H 1.846 1.926 -1.560 0.1299
```

## Properties
net charge	0
structure (SMILES)	S[C@H]1SC=NN1S
energy relative to the best compared isomer or geometry (same formula, charge and spin)	259.0	kJ/mol
highest occupied orbital energy	-8.603	eV
energy	-1382.5734	Eh

Copy entry 6 word for word.
Formula: C2H4N2S2
Source: the Open Molecules 2025 dataset
Level of theory: ωB97M-V/def2-TZVPD

Geometry as XYZ:
```
10
Properties=species:S:1:pos:R:3:mulliken_charge:R:1
S -1.335 1.744 2.038 -0.3057
C -1.327 0.684 0.818 -0.0163
N -0.346 -0.034 0.308 -0.1665
C -0.476 -0.755 -0.870 0.2191
N 0.350 -1.262 -1.693 -0.3760
S 2.051 -1.016 -1.252 -0.2140
H -2.223 0.482 0.195 0.1819
H 0.591 0.044 0.745 0.2460
H -1.499 -1.045 -1.102 0.2441
H 2.478 -1.636 -2.419 0.1874
```

## Properties
net charge	0
structure (SMILES)	S=CN/C=N\S
energy relative to the best compared isomer or geometry (same formula, charge and spin)	161.4	kJ/mol
highest occupied orbital energy	-9.019	eV
energy	-984.4534	Eh

Repeat the second record exactly.
Formula: C2H4N2OS
Source: the Open Molecules 2025 dataset
Level of theory: ωB97M-V/def2-TZVPD

Geometry as XYZ:
```
10
Properties=species:S:1:pos:R:3:mulliken_charge:R:1
C -0.443 -0.271 0.534 -0.3376
C 0.894 0.387 0.204 -0.4878
N -0.506 -0.575 1.939 -0.1519
N 0.428 -0.320 2.642 -0.1117
O 1.889 1.836 2.245 -0.5424
S 1.851 0.446 1.819 0.4610
H -1.307 0.364 0.325 0.2374
H -0.595 -1.215 0.005 0.2561
H 1.489 -0.203 -0.484 0.3467
H 0.799 1.410 -0.150 0.3303
```

## Properties
net charge	0
energy relative to the best compared isomer or geometry (same formula, charge and spin)	310.7	kJ/mol
highest occupied orbital energy	-9.047	eV
energy	-661.4672	Eh